# 1
{"formula": "CH5NOS", "method": "ωB97M-V/def2-TZVPD", "homo_lumo_gap_ev": 10.068, "lumo_ev": 0.8, "energy_ha": -569.18839, "de_lowest_kcal_mol": 62.6, "smiles": "OCNS", "largest_force_ev_per_a": 5.0, "symbols": ["C", "H", "H", "S", "N", "O", "H", "H", "H"], "coordinates": [[0.63363, -0.20724, -0.01193], [1.29286, 1.65026, 0.49328], [-0.93227, -0.88343, 1.27508], [-1.94904, 0.66296, -0.01540], [-0.91244, -0.60306, 0.34004], [1.69571, 0.81255, 0.53548], [0.46241, 0.23009, -0.97118], [1.35378, -1.10328, 0.01273], [-2.37739, 0.28402, -1.38205]], "lowdin_charge": [-0.19, 0.02, 0.01, 0.64, -0.48, -0.11, 0.05, 0.13, -0.07]}



# 2
{"formula": "C5H12S2", "method": "ωB97M-V/def2-TZVPD", "homo_lumo_gap_ev": 9.247, "lumo_ev": 0.6, "energy_ha": -994.03538, "de_lowest_kcal_mol": 26.3, "smiles": "CCCSSCC", "largest_force_ev_per_a": 3.2, "symbols": ["H", "C", "H", "C", "H", "S", "C", "H", "H", "C", "S", "H", "H", "H", "H", "C", "H", "H", "H"], "coordinates": [[-1.18718, 0.05534, 2.59274], [-0.97132, -1.20237, 0.90413], [-1.07561, -2.64772, 2.54753], [1.35590, 1.74134, -2.58832], [-0.40200, 0.89579, -1.85327], [0.87963, 1.05691, 1.63288], [0.52517, 1.31682, -1.41172], [-1.49657, 0.93540, 0.96288], [2.20836, 2.38562, -2.28805], [-0.86353, 0.20862, 1.54909], [1.44242, 0.34441, -0.26344], [1.76925, 0.80178, -3.10036], [0.60934, 2.36775, -3.26905], [-0.54272, -1.15351, -0.10135], [-0.39849, -3.22707, 1.13253], [-0.41211, -2.32185, 1.72658], [0.69831, -2.18009, 2.12003], [-2.04059, -1.51808, 0.65618], [-0.09828, 2.14092, -0.94902]], "lowdin_charge": [0.06, -0.39, 0.07, -0.21, 0.08, 0.47, -0.72, 0.07, 0.07, -0.49, 0.51, 0.09, 0.11, 0.04, 0.06, -0.15, 0.12, 0.13, 0.09]}



# 3
{"formula": "C2H11O4", "method": "ωB97M-V/def2-TZVPD", "homo_lumo_gap_ev": 7.927, "lumo_ev": 4.0, "energy_ha": -383.77803, "de_lowest_kcal_mol": 17.5, "total_charge": -1, "largest_force_ev_per_a": 1.7, "symbols": ["H", "C", "H", "H", "H", "H", "H", "O", "O", "H", "H", "H", "H", "H", "O", "O", "C"], "coordinates": [[-1.35118, -2.78489, 0.89193], [-1.15983, -0.92129, -0.32466], [1.08545, -0.12526, -0.59079], [2.34891, -0.06740, 0.10165], [-2.23981, -0.81003, -0.19886], [-1.08206, -1.54338, -1.26499], [0.18944, 0.94956, 1.22124], [0.51080, 1.27669, 2.08896], [-0.04447, 2.48656, -2.52938], [0.11950, 1.69355, -1.98172], [0.34672, -2.23265, 0.97955], [0.02035, 3.10782, -1.79011], [1.26792, 1.84005, 1.98045], [-0.81059, -1.32754, 1.78944], [2.06161, 0.06380, -0.81261], [-0.57566, 0.30239, -0.41637], [-0.68712, -1.90798, 0.85626]], "lowdin_charge": [0.04, -0.48, 0.00, 0.00, 0.07, 0.08, -0.01, -0.10, -0.10, 0.00, 0.04, 0.02, 0.00, 0.05, -0.14, -0.35, -0.12]}



# 4
{"formula": "C22H38FIN2O9P", "method": "ωB97M-V/def2-TZVPD", "homo_lumo_gap_ev": 7.930, "lumo_ev": -3.2, "energy_ha": -2386.30013, "total_charge": 1, "largest_force_ev_per_a": 8.2, "symbols": ["O", "O", "C", "C", "H", "H", "C", "C", "H", "C", "H", "H", "H", "H", "H", "H", "H", "F", "H", "H", "H", "C", "H", "C", "N", "C", "H", "C", "H", "H", "O", "O", "O", "O", "H", "H", "C", "H", "H", "H", "H", "N", "C", "H", "P", "C", "H", "C", "H", "C", "H", "H", "H", "H", "H", "H", "C", "C", "H", "C", "H", "H", "I", "C", "C", "O", "O", "C", "C", "H", "H", "H", "C", "O"], "coordinates": [[0.99492, 1.12541, -4.10146], [-1.86979, -9.08829, 3.51446], [2.56911, 1.36141, 3.00087], [-2.67325, -5.74156, 2.80536], [-5.14518, 2.21982, -4.77266], [-0.45667, 3.54418, 1.34088], [4.33968, 1.93235, -4.34072], [2.18974, 1.18638, -4.33992], [2.71637, 0.74015, -6.34912], [5.24855, 1.14880, 2.89114], [-7.49276, 0.60576, -1.85342], [5.06654, 1.70282, 1.86621], [-2.99350, -4.79234, 3.24303], [-6.54295, 3.28860, -4.49684], [-1.51274, -0.48948, 1.77032], [5.06142, 0.45720, -5.77738], [2.87098, 3.43042, -0.91249], [2.92734, 2.77476, 3.38232], [2.62600, -0.69989, -5.27433], [5.51534, 2.00857, 3.67446], [0.60472, -0.68010, 3.03580], [1.98246, -0.44739, 1.09936], [6.16352, 0.41891, 2.88446], [4.35763, 0.55330, -4.94636], [0.50620, 3.19484, 1.63238], [-6.24020, 2.35276, -1.83064], [-2.85534, -6.70243, 4.73925], [-6.82358, 1.24753, -3.80711], [1.65444, -0.63039, -0.03422], [-0.86866, -5.39627, 1.65692], [-0.10727, -3.36306, 1.03650], [3.04907, 2.06648, -3.74733], [0.25067, 2.25549, -1.58017], [-0.88441, -7.22697, 2.62278], [4.46157, 2.71849, -5.09325], [-3.18148, -5.85785, 1.84038], [-7.34397, 1.52785, -2.42002], [0.90960, 4.42572, -0.10816], [1.72109, -2.14819, 2.64943], [-7.61283, 1.09910, -4.54886], [3.06798, -0.94170, 1.16372], [-1.57062, -1.42127, 1.26896], [1.04700, -1.29982, 2.14792], [4.63334, -0.18385, -4.18242], [-0.42703, 1.34942, -0.22446], [2.05376, 1.18699, 1.46180], [3.76629, 3.69449, 0.73404], [0.49616, 1.70270, 1.40624], [0.26304, 1.65744, -2.40877], [-1.88414, -7.89282, 3.27192], [5.11178, 2.05179, -3.57507], [-6.20094, 0.34474, -3.79019], [-1.64800, -1.22911, 0.22926], [1.85100, 4.93930, 1.44188], [-8.26166, 2.12213, -2.44205], [3.91930, 0.53271, 4.63455], [-5.96530, 2.45322, -4.08742], [2.91852, 0.35008, -5.34772], [-0.13988, 1.22516, 2.28158], [3.84999, 0.44757, 3.44517], [-0.62700, -5.34852, 3.42084], [1.68070, 1.07410, 3.74522], [-2.79653, 2.16085, -0.07585], [-1.18238, -5.83168, 2.61013], [-2.96508, -6.93690, 3.67680], [-6.09162, 2.59083, -0.64345], [2.89606, 1.76652, 0.42198], [2.79561, 3.19856, 0.25642], [-0.21459, -2.09389, 1.44657], [-3.95491, -7.35100, 3.47143], [3.76693, -0.69492, 3.21568], [0.56338, 3.43396, 2.66827], [1.50376, 3.97738, 0.82556], [-5.43733, 2.84265, -2.82039]], "lowdin_charge": [0.09, 0.10, -0.16, -0.17, 0.13, 0.12, -0.16, -0.43, 0.14, -0.10, 0.13, 0.08, 0.12, 0.13, 0.03, 0.13, 0.16, -0.09, 0.14, 0.09, 0.11, -0.10, 0.09, -0.16, -0.02, -0.48, 0.14, -0.16, 0.14, 0.10, -0.04, 0.03, -0.41, 0.03, 0.13, 0.12, -0.08, 0.16, 0.14, 0.13, 0.14, 0.06, -0.11, 0.13, 0.58, -0.34, 0.15, -0.39, 0.04, -0.46, 0.13, 0.12, 0.07, 0.17, 0.14, 0.14, -0.17, -0.07, 0.14, -0.17, 0.13, 0.16, 0.56, -0.18, -0.09, 0.03, -0.12, -0.15, -0.30, 0.13, 0.11, 0.19, -0.10, 0.00]}



# 5
{"formula": "C7H7N2O4", "method": "ωB97M-V/def2-TZVPD", "homo_lumo_gap_ev": 7.310, "lumo_ev": 3.1, "energy_ha": -681.43024, "de_lowest_kcal_mol": 25.7, "total_charge": -1, "largest_force_ev_per_a": 3.9, "symbols": ["N", "C", "H", "N", "C", "O", "O", "H", "H", "C", "C", "H", "H", "H", "C", "C", "O", "O", "C", "H"], "coordinates": [[-1.50833, 0.70242, 0.65941], [0.60594, -0.94988, 0.83465], [2.54361, 2.35551, -0.00186], [1.90351, -0.85284, 1.20117], [0.58881, 1.58020, 0.02636], [-3.64958, 0.91052, 0.99525], [4.03917, -0.03142, 0.98051], [-0.86833, -1.55094, -0.63279], [0.00546, -1.51183, 1.59601], [2.02244, 1.32402, -0.20151], [0.06537, -0.99512, -0.56979], [-3.70836, -1.33710, 0.62664], [0.78191, -0.96250, -1.39824], [-1.57660, 1.71407, 0.76111], [2.82865, -0.08147, 0.82782], [-0.14929, 0.32428, 0.26395], [0.14500, 2.69103, 0.36345], [-2.85019, -1.10694, 0.43804], [-2.69274, 0.21431, 0.64833], [2.16735, 0.67758, -1.02896]], "lowdin_charge": [0.17, -0.28, 0.12, 0.06, -0.42, 0.02, -0.03, 0.08, 0.15, 0.00, 0.00, 0.07, 0.11, 0.14, -0.49, -0.23, -0.01, 0.12, -0.64, 0.05]}



# 6
{"formula": "C4H5NO3", "method": "ωB97M-V/def2-TZVPD", "homo_lumo_gap_ev": 10.014, "lumo_ev": 0.7, "energy_ha": -435.74992, "de_lowest_kcal_mol": 107.0, "smiles": "O=C1NOC2(CC2)O1", "largest_force_ev_per_a": 7.7, "symbols": ["H", "C", "C", "O", "N", "C", "H", "H", "O", "H", "H", "C", "O"], "coordinates": [[-0.55636, -0.58975, -2.06267], [0.12848, -0.10344, -0.29607], [-0.95407, -1.11218, -0.19166], [-0.39840, 2.69235, 1.55864], [0.90294, 0.88346, 1.30115], [-0.03218, 1.75196, 0.85631], [-0.93033, -2.06342, 0.38739], [-1.93805, -0.80454, -0.38202], [1.23376, -0.09914, 0.50323], [0.88526, -1.87670, -1.59846], [1.84866, 1.18620, 1.78116], [0.07929, -1.13662, -1.40253], [-0.26900, 1.27181, -0.45447]], "lowdin_charge": [0.10, -0.53, -0.01, 0.10, 0.04, -0.46, 0.12, 0.09, 0.03, 0.13, 0.24, 0.03, 0.12]}